## P
The following is a DFT calculation (wB97M-V/def2-TZVPD) of a gas-phase ion, C7H10N (charge +1).

Structure (ORCA input):
```
! wB97M-V def2-TZVPD RIJCOSX def2/J DEFGRID3
* xyz 1 1
C -0.61162 0.60280 0.00742
C 2.17594 -1.39613 0.18700
C -1.85037 0.45586 0.21389
C 1.67219 1.00808 0.66878
C 0.50628 1.44660 -0.31075
C 0.51506 0.06510 -0.94448
C -2.71042 -0.72650 -0.02378
N 1.54780 -0.33464 -0.01684
H 1.81379 -2.21407 -0.31966
H 3.09276 -1.46174 0.84695
H -2.39257 1.33113 0.68265
H 2.60998 1.43735 0.53416
H 1.50560 1.02223 1.77909
H 0.59157 2.26883 -0.94449
H 0.43148 -0.24051 -1.94358
H -2.46986 -1.66496 0.43944
H -2.73340 -0.91457 -1.12282
H -3.69423 -0.68487 0.26703
*
```

Gap between HOMO and LUMO in eV: 9.622
HOMO level in Ha: -0.5161
Structure (SMILES): C=[N+]1C[C@@H]2/C(=C/C)[C@@H]21

These are the Mulliken partial charges, in e, on atoms 1 to 2:
1. C 0.111
2. C -0.124



## Q
The following is a DFT calculation (wB97M-V/def2-TZVPD) of a gas-phase ion, C7H10N (charge +1).

Structure (ORCA input):
```
! wB97M-V def2-TZVPD RIJCOSX def2/J DEFGRID3
* xyz 1 1
C -0.90705 0.11130 0.10468
C 0.17311 0.70002 -0.69462
C -3.32180 -0.13848 -0.14298
C 0.03249 -0.44933 1.13255
C 1.14028 -0.02762 0.20306
C 2.16563 -0.94480 -0.40336
C 1.18002 1.41312 0.07572
N -2.11314 0.09512 -0.14995
H -3.74110 -1.00856 -0.75274
H -4.23022 0.55406 0.03061
H -0.25840 -1.57054 1.13527
H -0.07886 -0.12671 2.26519
H 2.88051 -0.32160 -0.94899
H 1.65722 -1.75702 -0.87565
H 2.70738 -1.30658 0.48360
H 0.81833 2.06703 0.90222
H 0.07893 0.89067 -1.72442
H 1.81667 1.81993 -0.64018
*
```

Gap between HOMO and LUMO in eV: 9.637
HOMO level in Ha: -0.5206
Structure (SMILES): C=[N+]=C1C[C@]2(C)C[C@H]12

These are the Mulliken partial charges, in e, on atoms 1 to 2:
1. C 0.177
2. C -0.416



## R
The following is a DFT calculation (wB97M-V/def2-TZVPD) of a gas-phase ion, C7H10N (charge +1).

Structure (ORCA input):
```
! wB97M-V def2-TZVPD RIJCOSX def2/J DEFGRID3
* xyz 1 1
C -0.73281 -2.60399 0.93001
C -0.91914 -1.44634 0.66154
C -1.30966 0.98141 -0.82375
C 0.15840 1.32369 -0.74804
C -0.79003 -3.98119 1.33125
C 0.85023 2.14112 0.24764
C 0.96338 1.13653 -1.99727
N -0.68631 0.16962 -0.16065
H -2.28893 1.24339 -1.24503
H -0.73526 -4.11554 2.47471
H -1.68874 -4.41720 0.92962
H 0.09872 -4.53513 0.91314
H 1.35394 3.03579 -0.27543
H 1.70269 1.61141 0.73689
H 0.06979 2.46029 0.91964
H 1.94837 1.20614 -1.62594
H 0.79341 1.74245 -2.79729
H 0.82666 0.21185 -2.42366
*
```

Gap between HOMO and LUMO in eV: 9.359
HOMO level in Ha: -0.5361
Structure (SMILES): CC#C[N+]1=CC1(C)C

These are the Mulliken partial charges, in e, on atoms 1 to 2:
1. C 0.091
2. C 0.372



## S
The following is a DFT calculation (wB97M-V/def2-TZVPD) of a gas-phase ion, C7H10N (charge +1).

Structure (ORCA input):
```
! wB97M-V def2-TZVPD RIJCOSX def2/J DEFGRID3
* xyz 1 1
C -1.02282 -2.22611 0.23592
C -1.45952 -2.95941 1.17976
C -0.44503 -2.05813 -1.17476
C -1.47899 0.42769 -0.35632
C -0.02188 0.23319 0.20667
C 1.18694 0.74359 -0.44048
C 0.06253 0.33932 1.63993
N -0.81887 -0.90117 -0.24085
H 0.54343 -2.19575 -1.23566
H -1.19360 -2.49695 -1.87086
H -2.21727 0.61916 0.46969
H -1.95495 0.71881 -1.31943
H 2.09821 0.17530 -0.37191
H 1.62916 1.69951 -0.21969
H 0.96048 0.89030 -1.52345
H -0.58091 -0.23789 2.23466
H -0.17160 1.28694 1.95991
H 1.04144 0.25195 2.08667
*
```

Gap between HOMO and LUMO in eV: 9.504
HOMO level in Ha: -0.5682

These are the Mulliken partial charges, in e, on atoms 1 to 2:
1. C 0.364
2. C -0.506



Which is the most stable structure? Q is the most stable.



## P
The following is a DFT calculation (wB97M-V/def2-TZVPD) of a gas-phase ion, C7H10N (charge +1).

Structure (ORCA input):
```
! wB97M-V def2-TZVPD RIJCOSX def2/J DEFGRID3
* xyz 1 1
C -0.48333 -0.95519 0.11156
C -0.21427 -2.20441 0.09575
C 3.10711 0.09085 0.02074
C -1.57969 1.18537 0.29229
C -0.08112 1.44276 -0.12323
C -1.83870 -0.36144 -0.17107
C 0.65117 0.12524 0.11278
N 1.89052 0.08304 0.18424
H 0.86301 -2.59994 0.16878
H -0.92969 -3.00897 -0.15102
H 3.76563 0.17895 0.80668
H 3.39598 0.05498 -1.00488
H -1.68681 1.40203 1.35574
H -2.27394 1.96994 -0.11608
H -0.14860 1.75218 -1.29769
H 0.41675 2.20124 0.45491
H -2.60014 -0.91542 0.49098
H -2.25389 -0.44120 -1.23049
*
```

Gap between HOMO and LUMO in eV: 9.817
HOMO level in Ha: -0.5308
Structure (SMILES): C=[N+]=C1CCCC1=C

These are the Mulliken partial charges, in e, on atoms 1 to 2:
1. C 0.463
2. C -0.850



## Q
The following is a DFT calculation (wB97M-V/def2-TZVPD) of a gas-phase ion, C7H10N (charge +1).

Structure (ORCA input):
```
! wB97M-V def2-TZVPD RIJCOSX def2/J DEFGRID3
* xyz 1 1
C 1.29696 0.24493 0.98965
C 0.49459 1.29885 1.44984
C 0.92913 -0.65631 -0.00349
C -0.79379 1.32391 0.95095
C -0.14439 -0.44119 -0.71078
C 1.95372 -1.70911 -0.50022
C -2.37875 0.59089 -0.69792
N -1.02866 0.49251 -0.11310
H 2.22442 0.03233 1.43527
H 0.97811 2.06843 2.04604
H -0.50474 -0.94748 -1.52664
H 2.99560 -1.52592 -0.35377
H 1.76565 -1.87590 -1.57392
H 1.63507 -2.59527 -0.05488
H -2.99139 -0.39605 -0.53414
H -2.73155 1.60347 -0.44169
H -2.16608 0.58934 -1.70894
H -1.53391 1.90258 1.34775
*
```

Gap between HOMO and LUMO in eV: 10.297
HOMO level in Ha: -0.5505
Structure (SMILES): Cc1ccc[n+](C)c1

These are the Mulliken partial charges, in e, on atoms 1 to 2:
1. C -0.166
2. C -0.794



## R
The following is a DFT calculation (wB97M-V/def2-TZVPD) of a gas-phase ion, C7H10N (charge +1).

Structure (ORCA input):
```
! wB97M-V def2-TZVPD RIJCOSX def2/J DEFGRID3
* xyz 1 1
C -0.80004 0.49191 -0.54775
C -0.75692 1.67964 -0.51132
C 0.72211 -1.63690 -0.38500
C 1.73061 -1.99190 -1.09779
C -0.07089 -1.58403 0.79550
C -0.64621 -1.06503 -0.55421
C -0.89818 2.99768 -0.61961
N 0.20964 -0.41698 1.71078
H -1.42053 -1.67807 -1.10153
H 1.78705 -1.63434 -2.08990
H 2.73054 -2.38208 -0.69565
H -0.54412 -2.48328 1.20200
H -1.38401 3.41826 0.25979
H -1.18928 3.09227 -1.65964
H -0.02117 3.52589 -0.60060
H 1.07686 -0.41478 2.19258
H -0.50430 -0.39658 2.43032
H -0.02118 0.47832 1.27204
*
```

Gap between HOMO and LUMO in eV: 9.982
HOMO level in Ha: -0.4935
Structure (SMILES): C=C1[C@@H]([NH3+])[C@H]1C#CC

These are the Mulliken partial charges, in e, on atoms 1 to 2:
1. C 0.194
2. C 0.679



Which is the most stable structure? Q is the most stable.



## P
The following is a DFT calculation (wB97M-V/def2-TZVPD) of 4 unconnected molecules or ions with the total composition C7H7NO.

Structure (ORCA input):
```
! wB97M-V def2-TZVPD RIJCOSX def2/J DEFGRID3
* xyz 0 1
C -0.34749 0.74896 1.45739
C 0.24989 -0.19586 0.42205
C 1.00354 1.44751 -0.82464
C 0.12025 0.23747 -0.93231
C -0.41605 -0.59918 -1.72634
C -0.77202 -1.69170 -0.85319
C -0.23276 -1.70026 0.32094
H -0.98726 -0.21159 2.34315
H -1.46763 1.77639 1.01783
H 0.79946 1.69454 1.94167
H 1.04490 2.45365 -1.27610
H -0.69479 -0.48507 -2.76943
H -1.36542 -2.58704 -1.07032
H -0.74608 -2.43105 1.19517
N 1.97264 1.35934 0.02015
O 1.83882 0.18390 0.73397
*
```

Gap between HOMO and LUMO in eV: 9.082
HOMO level in Ha: -0.3356

These are the Mulliken partial charges, in e, on atoms 1 to 2:
1. C -0.993
2. C 1.320



## Q
The following is a DFT calculation (wB97M-V/def2-TZVPD) of a molecular structure, C7H7NO.

Structure (ORCA input):
```
! wB97M-V def2-TZVPD RIJCOSX def2/J DEFGRID3
* xyz 0 1
C -0.87380 2.00268 0.29086
C -0.25406 0.86656 -0.13559
C -0.23491 -0.61809 0.34464
C -1.46958 -1.14006 0.73315
C 0.04414 0.20786 -1.29476
C 1.30918 0.01509 0.02969
C 0.50592 -0.34350 1.48279
H -1.16985 2.36650 1.34008
H -0.64070 2.82113 -0.41726
H 0.13730 -1.36846 -0.32765
H -2.26292 -0.56856 1.23924
H -1.61586 -1.45281 -1.80349
H 0.64240 -0.69286 -1.69636
H 1.30139 -1.26760 1.58918
N -1.54787 -0.68736 -0.91000
O 2.53524 -0.12114 -0.28230
*
```

Gap between HOMO and LUMO in eV: 5.641
HOMO level in Ha: -0.2990

These are the Mulliken partial charges, in e, on atoms 1 to 2:
1. C -0.949
2. C 0.829



## R
The following is a DFT calculation (wB97M-V/def2-TZVPD) of a molecular structure, C7H7NO.

Structure (ORCA input):
```
! wB97M-V def2-TZVPD RIJCOSX def2/J DEFGRID3
* xyz 0 1
C -1.87042 0.25267 -0.62723
C -1.40826 1.59834 -0.66347
C -1.11228 -0.88767 -0.53078
C 0.02855 1.84040 -0.41702
C 0.22835 -0.69167 -0.29157
C 0.73772 0.64827 -0.26393
C 1.54706 -1.10692 0.21676
N 2.02568 0.18845 0.17115
O 0.47079 -1.57159 1.89558
H -2.87811 0.10899 -0.83906
H -2.11616 2.36313 -0.84738
H -1.67156 -1.80565 -0.48500
H 0.46665 2.88755 -0.43924
H 2.04831 -2.10777 0.30550
H 2.64589 0.76061 0.69810
H 0.85780 -2.47713 2.11759
*
```

Gap between HOMO and LUMO in eV: 8.321
HOMO level in Ha: -0.3049

These are the Mulliken partial charges, in e, on atoms 1 to 2:
1. C -0.390
2. C -0.441



## S
The following is a DFT calculation (wB97M-V/def2-TZVPD) of a molecular structure, C7H7NO.

Structure (ORCA input):
```
! wB97M-V def2-TZVPD RIJCOSX def2/J DEFGRID3
* xyz 0 1
C -2.50250 -1.04880 0.09424
C -1.62041 0.23543 -0.15284
C -0.13223 0.12595 -0.11786
C 0.69059 1.23457 -0.06447
C 2.12261 1.05667 -0.00835
C 2.52461 -0.31193 0.11910
C 1.48551 -1.27263 -0.00635
H -2.76281 -1.71432 -0.84598
H -1.80438 -1.60017 0.97382
H -3.51782 -0.47203 0.83644
H 0.40807 2.27836 0.10639
H 2.45741 2.11295 0.32191
H 3.59276 -0.57745 0.15572
H 1.57537 -2.45332 -0.01392
N 0.26480 -1.20379 -0.12338
O -2.15140 1.34210 0.01855
*
```

Gap between HOMO and LUMO in eV: 9.284
HOMO level in Ha: -0.3542

These are the Mulliken partial charges, in e, on atoms 1 to 2:
1. C -0.770
2. C 0.504



Which is the most stable structure? S is the most stable.